--- P ---
10
Properties=species:S:1:pos:R:3 method="wB97M-V/def2-TZVPD" smiles="C=CO.N=O" e_homo_ev="-8.74 / -8.73"
C -1.0671 -0.6427 0.0371
C 0.2015 -1.0204 0.1868
O 0.8670 -1.1221 1.3418
H -1.6680 -0.3271 0.8724
H -1.5199 -0.5961 -0.9344
H 0.8162 -1.3250 -0.6471
H 0.3369 -0.7694 2.0686
N 1.1035 1.9739 -0.9424
O 0.2951 1.5298 -0.1480
H 0.6350 2.2991 -1.8348

---

--- Q ---
10
Properties=species:S:1:pos:R:3 method="wB97M-V/def2-TZVPD" smiles="CN(O)C=O" e_homo_ev=-9.65
C 1.3168 -0.1494 0.0629
N -0.0501 0.1836 -0.3884
O -0.3954 1.5804 -0.1434
C -1.1825 -0.5835 -0.1417
O -2.2679 0.0408 0.0107
H 1.5997 0.3248 1.0088
H 2.0601 0.1289 -0.7484
H 1.3540 -1.2910 0.0800
H -1.3709 1.4855 0.4322
H -1.0638 -1.7201 -0.1729

---

--- R ---
10
Properties=species:S:1:pos:R:3 method="wB97M-V/def2-TZVPD" e_homo_ev=-9.63
C -0.8654 1.1731 1.2464
C 0.5063 -1.2532 -1.0518
N -0.0573 0.9162 0.3030
O 1.0525 1.2298 -0.0338
O -0.5256 -0.6131 -0.3593
H -1.8034 0.6711 1.5240
H -0.4994 2.0087 1.9658
H 1.2962 -0.4887 -1.0726
H 0.0637 -1.4665 -2.1273
H 0.8325 -2.1775 -0.3943

---

It is Q that is most stable; the runner-up trails by 152.3 kJ/mol.

---

--- P ---
10
Properties=species:S:1:pos:R:3 method="wB97M-V/def2-TZVPD" smiles=CO[C@@H]1NO1 e_homo_ev=-9.83
C -0.7242 0.6950 0.9575
O -0.9119 -0.1767 -0.1489
C 0.1942 -0.2098 -1.0684
N 1.0664 -1.3583 -0.8919
O 1.5178 -0.0297 -0.5471
H -1.7037 0.9410 1.3756
H -0.2273 1.6232 0.6587
H -0.1357 0.1822 1.7240
H 0.0097 0.0808 -2.0964
H 0.9146 -1.7476 0.0370

---

--- Q ---
10
Properties=species:S:1:pos:R:3 method="wB97M-V/def2-TZVPD" smiles="CNC(=O)O" e_homo_ev=-9.58
C -1.1387 0.1994 0.8178
N -0.3498 0.3955 -0.3843
C 0.9294 -0.0617 -0.4334
O 1.8026 0.3226 0.4167
O 1.2266 -0.8152 -1.5532
H -0.5683 -0.4483 1.5816
H -2.0498 -0.2588 0.5418
H -1.1587 1.0943 1.4527
H -0.8145 0.7369 -1.2926
H 2.1211 -1.1648 -1.1471

---

--- R ---
10
Properties=species:S:1:pos:R:3 method="wB97M-V/def2-TZVPD" e_homo_ev=-8.91
C 0.0064 0.5386 0.3773
C 1.1123 -0.4288 -1.3534
N -1.0986 -0.1380 0.5425
O 0.4098 1.5072 0.9333
O -1.8865 0.1975 1.7434
H 0.4836 -0.0414 -2.0273
H 1.9126 0.1913 -1.2545
H 1.4134 -1.4234 -1.0324
H -1.3025 -0.8568 -0.1423
H -1.0506 0.4539 2.2133

---

It is Q that is most stable; the runner-up trails by 266.0 kJ/mol.